(1)
{
  "formula": "C6H5I",
  "method": "ωB97M-V/def2-TZVPD",
  "total_charge": 0,
  "e_above_lowest_kj_mol": 391.8,
  "orbital_gap_ha": 0.2692,
  "homo_ev": -8.36,
  "e_tot_ha": -529.04202,
  "symbols": ["C", "C", "C", "C", "C", "C", "I", "H", "H", "H", "H", "H"],
  "positions_angstrom": [[0.00124, -0.79742, -0.14458], [0.73492, -1.87883, -0.61142], [-0.55104, 0.54761, -0.40146], [-0.36803, 1.83526, -0.34263], [-1.51510, -0.54198, -0.04126], [1.54815, -1.17215, 0.38564], [3.00124, 0.35835, 0.08680], [-1.27632, 2.45361, -0.22707], [0.70784, 2.23987, -0.25210], [-1.94810, -0.40875, 0.95568], [-2.14755, -0.98733, -0.65504], [1.81275, -1.64821, 1.24744]],
  "forces_ev_per_a": [[0.82, 1.18, -0.27], [0.63, -0.57, 0.10], [-0.81, -2.09, 0.94], [1.46, 1.35, 0.41], [2.99, 2.93, 3.29], [-2.04, 1.50, -2.53], [-0.51, -0.19, -0.08], [0.88, -0.04, -0.32], [-2.11, -0.38, -0.36], [0.37, -0.14, -0.12], [-2.33, -2.10, -3.20], [0.65, -1.45, 2.14]],
  "lowdin_charge": [-0.365, 0.064, -0.255, 0.033, 0.009, -0.610, 0.836, 0.079, 0.038, 0.122, 0.055, -0.007]
}

(2)
{
  "formula": "C14H33AlFNO3",
  "method": "ωB97M-V/def2-TZVPD",
  "total_charge": 0,
  "orbital_gap_ha": 0.2370,
  "homo_ev": -6.91,
  "e_tot_ha": -1175.85631,
  "symbols": ["C", "C", "O", "C", "O", "C", "C", "C", "Al", "C", "C", "C", "F", "H", "H", "H", "H", "H", "H", "H", "H", "H", "H", "H", "H", "H", "H", "H", "H", "H", "H", "H", "C", "N", "C", "C", "C", "C", "O", "H", "H", "H", "H", "H", "H", "H", "H", "H", "H", "H", "H", "H", "H"],
  "positions_angstrom": [[4.07450, 3.77780, 1.69826], [4.38916, 3.49480, 0.22221], [3.78332, 4.41742, -0.67880], [2.53657, 4.01758, -1.16099], [2.47039, 3.47506, -2.18490], [1.35441, 4.36687, -0.28962], [0.05924, 3.62151, -0.64472], [-0.68102, 3.03602, 0.60552], [-0.29989, 1.02274, 0.72945], [1.64754, 0.79011, 0.09893], [2.34718, -0.37242, 0.74948], [1.69556, -1.62500, 0.25411], [2.26736, -0.32101, 2.12303], [4.97028, 3.69932, 2.30170], [3.33862, 3.08085, 2.08880], [3.65098, 4.77311, 1.74975], [5.45733, 3.64006, 0.10695], [4.20006, 2.46139, -0.04748], [1.61991, 4.13447, 0.73648], [1.21887, 5.44096, -0.39116], [0.23567, 2.82300, -1.35618], [-0.61516, 4.35405, -1.08392], [-0.36328, 3.52803, 1.52519], [-1.74507, 3.21336, 0.45684], [-1.27303, 0.27779, -0.35632], [-0.56207, 0.42270, 2.19797], [1.74272, 0.76995, -0.98394], [2.16930, 1.68541, 0.43114], [3.40300, -0.33906, 0.48017], [0.94967, -1.93944, 0.97942], [2.44413, -2.40179, 0.11286], [1.19244, -1.45400, -0.69199], [-3.46894, -1.93334, 0.03074], [-3.21124, -3.15865, -0.81795], [-3.71682, -2.87979, -2.19566], [-3.95299, -4.31971, -0.25465], [-1.73177, -3.44578, -0.92775], [-1.03122, -3.80025, 0.35804], [-1.13847, -2.73368, 1.26978], [-4.49983, -1.62587, -0.14076], [-3.34219, -2.18807, 1.07445], [-2.78157, -1.14011, -0.26652], [-4.78178, -2.67210, -2.13776], [-3.53687, -3.75511, -2.81606], [-3.18381, -2.01751, -2.58895], [-3.63866, -4.47772, 0.77210], [-3.73921, -5.19833, -0.86016], [-5.01565, -4.09147, -0.28084], [-1.29428, -2.53870, -1.34738], [-1.61732, -4.26200, -1.64138], [0.02724, -3.96866, 0.13187], [-1.42260, -4.71525, 0.81858], [-0.60071, -2.94956, 2.04204]],
  "forces_ev_per_a": [[-0.48, -0.35, -0.55], [0.78, 0.31, 0.68], [-0.43, -0.01, 0.08], [0.24, 1.13, 2.58], [-0.19, -1.48, -3.03], [0.07, -0.65, -0.22], [-0.61, 0.37, 0.93], [0.56, -0.72, -0.57], [0.20, 0.79, -0.16], [-0.61, 0.64, 1.13], [-0.14, 0.65, -1.87], [0.32, -1.04, 0.07], [0.13, 0.07, 0.83], [0.13, 0.09, 0.15], [-0.14, -0.07, 0.13], [0.12, 0.28, 0.26], [0.20, 0.09, -0.30], [-0.32, -0.15, -0.22], [0.15, 0.23, 0.22], [0.06, 0.21, 0.25], [0.20, 0.09, -0.35], [0.01, -0.05, -0.50], [-0.09, 0.25, 0.06], [-0.20, 0.02, 0.28], [-0.26, -0.31, -0.28], [-0.12, -0.21, 0.13], [0.09, -0.22, -0.14], [0.08, 0.42, 0.00], [0.36, -0.28, 0.31], [0.06, 0.05, -0.03], [-0.06, -0.41, 0.05], [-0.06, 0.06, -0.16], [-0.36, 0.01, -0.12], [-0.12, 0.17, 0.17], [0.13, -0.06, 0.07], [0.11, 0.06, -0.06], [0.11, 0.21, -0.07], [0.20, -0.03, 0.57], [-0.24, -0.21, 0.24], [-0.01, -0.06, -0.10], [0.21, 0.05, -0.02], [0.14, 0.05, 0.13], [0.01, 0.02, -0.01], [-0.01, 0.03, -0.04], [-0.02, 0.01, 0.00], [0.00, -0.01, 0.00], [-0.04, -0.03, 0.02], [0.00, -0.01, 0.01], [0.05, 0.02, 0.07], [-0.05, -0.01, -0.01], [-0.08, -0.14, -0.32], [-0.03, -0.15, -0.27], [-0.05, 0.30, -0.01]],
  "lowdin_charge": [-0.064, -0.238, -0.045, -0.502, 0.171, -0.102, -0.272, -0.289, 0.314, -0.225, -0.514, -0.077, -0.045, 0.068, 0.064, 0.076, 0.110, 0.107, 0.094, 0.128, 0.074, 0.091, 0.029, 0.021, -0.084, -0.095, 0.068, 0.026, 0.125, 0.049, 0.076, 0.072, 0.009, -0.362, 0.005, 0.008, -0.095, -0.237, -0.097, 0.109, 0.102, 0.040, 0.108, 0.109, 0.120, 0.105, 0.113, 0.112, 0.139, 0.140, 0.127, 0.120, 0.114]
}

For the records above, the corresponding molar mass values read 204.0 309.4 g/mol.
For the records above, the corresponding LUMO energy values read -1.0311 -0.4567 eV.